165
Properties=species:S:1:pos:R:3 method="wB97M-V/def2-TZVPD" smiles="CCCCCCCCCCCCCC[Si@](Cl)(OCCCC)B(O)OC.CCOC(C)=O.CCOC(C)=O.CCOC(C)=O.CCOC(C)=O.CCOC(C)=O.CCOC(C)=O.CCOC(C)=O" e_tot_ev=-106208.2259 e_lumo_ev=0.34 homo_lumo_gap_ev=9.56
C -1.311 -0.774 3.954
C -0.518 -1.490 2.709
C -1.206 -1.241 1.231
C -2.780 -1.807 1.193
C -3.033 -2.349 -0.339
C -4.227 -3.462 -0.489
C -5.748 -2.851 -0.523
C -5.904 -1.411 -1.291
C -6.120 -0.193 -0.188
C -5.682 1.298 -0.774
C -4.061 1.258 -1.064
C -3.360 2.741 -1.172
C -1.715 2.459 -1.234
C -1.128 2.474 -2.781
Si 0.673 1.769 -2.787
Cl 0.936 0.154 -1.345
O 1.940 2.982 -2.710
C 1.709 3.977 -1.653
C 2.500 3.698 -0.244
C 1.536 3.369 1.041
C 0.447 4.537 1.412
B 0.884 0.893 -4.539
O 1.430 1.799 -5.610
O 0.557 -0.524 -4.794
C -0.893 -0.726 -4.933
H -2.065 -1.538 4.424
H -1.912 0.189 3.667
H -0.526 -0.473 4.793
H 0.584 -1.069 2.713
H -0.490 -2.644 2.936
H -1.173 -0.088 0.993
H -0.518 -1.771 0.446
H -2.857 -2.661 1.994
H -3.442 -0.894 1.509
H -2.024 -2.900 -0.659
H -3.125 -1.419 -1.044
H -4.167 -4.146 0.487
H -3.992 -4.211 -1.388
H -6.255 -2.762 0.541
H -6.412 -3.628 -1.139
H -5.052 -1.176 -2.072
H -6.914 -1.457 -1.916
H -5.419 -0.381 0.747
H -7.237 -0.216 0.206
H -5.996 2.070 0.067
H -6.260 1.530 -1.766
H -3.791 0.673 -2.065
H -3.570 0.620 -0.192
H -3.732 3.397 -2.070
H -3.573 3.357 -0.182
H -1.562 1.386 -0.793
H -1.186 3.231 -0.527
H -1.189 3.555 -3.282
H -1.803 1.780 -3.448
H 2.135 5.011 -2.072
H 0.587 4.178 -1.390
H 3.109 4.684 0.040
H 3.298 2.833 -0.322
H 2.231 3.235 2.000
H 0.971 2.334 0.887
H -0.060 5.058 0.496
H 0.842 5.376 2.131
H -0.435 3.995 2.006
H 2.428 1.652 -5.698
H -1.157 -1.803 -5.323
H -1.387 0.031 -5.697
H -1.449 -0.586 -3.912
O 0.113 4.256 4.778
C 0.995 4.924 5.308
O 0.794 5.484 6.522
C 1.818 6.121 7.309
C 1.987 7.572 6.904
C 2.278 5.211 4.582
H 2.755 5.558 7.266
H 1.480 6.077 8.350
H 2.311 7.665 5.864
H 2.727 8.066 7.542
H 1.035 8.106 6.989
H 2.130 6.067 3.918
H 2.541 4.333 3.986
H 3.124 5.396 5.239
O -3.941 0.788 -4.360
C -4.429 1.041 -5.458
O -3.714 0.838 -6.588
C -4.252 0.920 -7.921
C -4.238 2.350 -8.422
C -5.790 1.665 -5.563
H -5.244 0.464 -7.974
H -3.598 0.312 -8.555
H -4.867 3.000 -7.808
H -4.594 2.400 -9.456
H -3.223 2.761 -8.380
H -5.699 2.747 -5.437
H -6.419 1.260 -4.766
H -6.304 1.445 -6.496
O 6.352 4.483 -10.421
C 5.921 4.078 -9.345
O 5.026 4.811 -8.646
C 4.321 4.346 -7.480
C 5.149 4.555 -6.228
C 6.447 2.807 -8.741
H 3.996 3.309 -7.604
H 3.409 4.949 -7.410
H 6.080 3.983 -6.260
H 4.587 4.252 -5.339
H 5.430 5.609 -6.126
H 7.374 3.023 -8.204
H 6.653 2.100 -9.549
H 5.743 2.313 -8.076
O -4.225 -2.759 5.336
C -4.384 -3.952 5.094
O -3.360 -4.698 4.622
C -3.387 -6.131 4.487
C -4.011 -6.538 3.166
C -5.740 -4.584 5.227
H -3.875 -6.599 5.346
H -2.344 -6.463 4.506
H -5.053 -6.214 3.095
H -3.978 -7.625 3.043
H -3.477 -6.073 2.331
H -6.314 -4.398 4.315
H -6.253 -4.126 6.077
H -5.709 -5.652 5.431
O 3.275 3.131 6.729
C 3.116 1.938 6.486
O 4.140 1.192 6.014
C 4.113 -0.241 5.879
C 3.489 -0.648 4.559
C 1.760 1.306 6.620
H 3.625 -0.709 6.739
H 5.156 -0.573 5.899
H 2.447 -0.323 4.488
H 3.522 -1.735 4.436
H 4.023 -0.182 3.724
H 1.186 1.493 5.708
H 1.247 1.764 7.469
H 1.791 0.238 6.823
O 6.352 -3.934 3.768
C 5.921 -4.339 4.843
O 5.026 -3.606 5.543
C 4.321 -4.070 6.708
C 5.149 -3.862 7.960
C 6.447 -5.609 5.447
H 3.996 -5.108 6.585
H 3.409 -3.468 6.778
H 6.080 -4.434 7.928
H 4.587 -4.165 8.849
H 5.430 -2.808 8.063
H 7.374 -5.393 5.984
H 6.653 -6.316 4.640
H 5.743 -6.104 6.112
O 0.113 -6.804 -6.262
C 0.995 -6.136 -5.732
O 0.794 -5.575 -4.518
C 1.818 -4.939 -3.731
C 1.987 -3.488 -4.136
C 2.278 -5.849 -6.458
H 2.755 -5.502 -3.774
H 1.480 -4.983 -2.690
H 2.311 -3.394 -5.176
H 2.727 -2.994 -3.498
H 1.035 -2.954 -4.051
H 2.130 -4.993 -7.122
H 2.541 -6.727 -7.054
H 3.124 -5.664 -5.801



63
Properties=species:S:1:pos:R:3 method="wB97M-V/def2-TZVPD" relative_energy_kcal_mol=0.00 charge=+2 e_tot_ev=-59599.2842 e_lumo_ev=-6.41 homo_lumo_gap_ev=7.60
Zr 0.415 -0.648 0.726
C 2.526 -3.901 2.264
C 2.534 -3.879 0.873
C 1.387 -3.527 0.178
C 0.201 -3.215 0.869
C 0.216 -3.222 2.270
C 1.374 -3.570 2.960
P -1.271 -2.753 -0.145
C -2.113 -4.298 -0.521
C -2.800 -4.401 -1.729
C -3.510 -5.557 -2.018
C -3.523 -6.606 -1.110
C -2.831 -6.507 0.091
C -2.125 -5.354 0.391
C -2.240 -1.825 1.090
C -3.505 -2.202 1.519
C -4.179 -1.408 2.441
C -3.586 -0.256 2.938
C -2.321 0.118 2.503
C -1.622 -0.637 1.558
H 3.424 -4.172 2.804
H 3.434 -4.141 0.333
H 1.384 -3.531 -0.907
H -0.688 -2.986 2.818
H 1.367 -3.586 4.041
H -2.786 -3.584 -2.440
H -4.048 -5.640 -2.952
H -4.073 -7.509 -1.339
H -2.841 -7.330 0.792
H -1.588 -5.280 1.328
H -3.963 -3.108 1.141
H -5.164 -1.697 2.781
H -4.108 0.348 3.668
H -1.882 1.014 2.929
Cl 2.342 -0.262 1.980
C 1.106 -0.366 -4.842
N 1.442 -0.508 -3.410
C 2.812 -0.955 -3.124
C 0.587 -0.235 -2.468
C -0.789 0.263 -2.738
O 0.933 -0.399 -1.234
H 1.929 -0.783 -5.413
H 0.991 0.683 -5.107
H 0.201 -0.920 -5.079
H 3.502 -0.283 -3.631
H 2.944 -1.962 -3.516
H 2.999 -0.937 -2.057
H -0.978 0.523 -3.773
H -0.962 1.137 -2.109
H -1.490 -0.514 -2.420
C 0.332 2.778 3.079
Sb 0.090 2.314 1.022
C -1.742 3.234 0.512
C 1.492 3.630 0.145
H -0.132 3.739 3.292
H 1.400 2.827 3.283
H -0.111 2.010 3.709
H -1.824 4.170 1.062
H -2.573 2.581 0.764
H -1.751 3.443 -0.556
H 1.331 4.621 0.566
H 1.351 3.666 -0.934
H 2.503 3.297 0.371